1.
ORCA calculation (wB97M-V/def2-TZVPD) on C20H27BaBr2N3Sb as an isolated structure in a non-equilibrium geometry.

Results
max |F| = 3.1 eV/A
total charge = +1
HOMO = -8.198 eV
Kohn-Sham gap = 4.393 eV
spin multiplicity = 1
LUMO energy = -3.80 eV

Geometry as XYZ:
```
54
Properties=species:S:1:pos:R:3:forces:R:3
Ba -0.40468 1.78804 -0.09385 -1.7914 0.1356 -0.7208
C 0.29253 -0.09149 4.42671 0.9152 0.0113 1.3617
C 1.70658 -0.27364 4.38661 -0.8641 -0.3977 1.0340
C 2.42455 0.15507 3.30502 -0.4982 -0.1396 -0.4198
C 1.73724 0.61863 2.16404 0.1063 0.4815 2.4009
N 0.43328 0.80414 2.23057 -1.2678 0.4013 0.3438
C -0.28069 0.55046 3.38219 -0.0644 0.0000 -1.8072
C 2.57562 0.98828 1.02382 1.4191 0.2448 -2.1044
C 3.92989 1.33359 1.21703 0.0118 -0.0969 0.7793
C 4.82005 1.31463 0.16066 -0.7174 0.2192 -1.9113
C 4.31333 0.91300 -1.10266 0.0906 -0.5014 0.3733
C 2.97221 0.49410 -1.22358 1.3541 1.5992 1.2352
N 2.11326 0.75428 -0.24014 -0.0837 -1.7084 1.4179
H -0.32438 -0.30077 5.32340 0.6980 -0.0863 -0.6840
H 2.22013 -0.74249 5.24225 -0.3135 0.3899 -0.4885
H 3.49107 0.13467 3.29179 0.3771 -0.4019 0.1367
H -1.35562 0.82332 3.39954 0.8522 -0.1768 -0.2833
H 4.32775 1.58977 2.20788 -0.4037 -0.1617 -0.4549
H 5.87223 1.61559 0.24470 -0.5921 -0.1466 0.1451
H 4.94325 0.88049 -1.98992 0.0563 -0.2247 0.3444
H 2.60612 -0.08891 -2.03828 -0.3299 0.2765 -0.8709
Br -0.31210 1.88757 -3.86560 0.5477 1.0074 0.8227
C 0.59428 3.62275 -3.49360 -1.1772 -0.5586 0.2523
Br 0.27908 4.55669 -1.79950 0.1278 -0.4875 -0.2157
H 0.16574 4.31006 -4.17084 -0.2887 0.4476 -0.8804
H 1.63392 3.50250 -3.64484 0.8769 -0.2124 0.0732
C 1.68764 -4.85058 -2.68291 -0.0392 -0.7043 0.9136
Sb 0.62932 -3.76287 -1.11529 -0.0194 2.2895 -0.2307
C 1.64895 -4.30590 0.69912 -1.3169 -0.0745 -0.2116
C -1.39024 -4.46816 -0.64123 0.2972 -0.2870 -1.2580
H 2.24113 -4.29536 -3.44541 -0.2011 0.5116 0.5971
H 0.98653 -5.46083 -3.23327 -0.0489 -0.5910 0.0575
H 2.38741 -5.43726 -2.05800 -0.2717 -0.1341 -0.7984
H 1.86600 -3.34639 1.12927 0.3604 0.3616 0.3070
H 2.54489 -4.87408 0.54545 0.2900 -0.4645 0.1338
H 0.87423 -4.77412 1.32703 0.6814 -0.2201 -0.1059
H -2.12740 -3.69300 -0.99233 0.8355 -0.8909 0.4162
H -1.50305 -4.70435 0.42335 0.0821 0.0679 -0.3556
H -1.44137 -5.37702 -1.27075 -0.6562 0.2958 0.5537
C -3.29053 4.00608 0.80888 1.4917 -0.1317 -0.6284
C -3.88367 2.74967 0.20554 -0.7724 0.7420 -0.8793
C -5.22740 2.48084 -0.15941 0.5859 2.2104 1.6088
C -5.23211 1.37932 -0.94770 1.3378 -2.4049 -1.3515
C -3.89866 0.93800 -1.02178 -0.4349 0.8870 0.5653
C -3.36932 -0.28386 -1.63247 -0.5855 -1.3314 -0.2397
N -3.05710 1.81466 -0.36254 -0.3293 -0.5968 0.0443
H -3.48199 4.01971 1.86701 0.2979 0.2684 0.6586
H -3.65017 4.96094 0.40200 -0.1723 -0.3842 -0.0783
H -2.12668 4.07561 0.60060 -1.9080 -0.2656 0.5904
H -6.14676 2.98199 0.11668 0.3558 0.4470 0.1075
H -6.06726 0.95728 -1.50425 0.1676 -0.0747 0.4320
H -4.24079 -0.87517 -2.01734 0.9652 0.3830 0.0185
H -2.81574 -0.96779 -0.95034 -0.3007 0.3963 -0.0783
H -2.69053 -0.02770 -2.43327 0.2672 -0.2186 -0.6676
```
Positions in Å, forces in eV/Å.

=====

2.
ORCA calculation (wB97M-V/def2-TZVPD) on C29H36N3P2RhS3Sb as an isolated structure.

Results
max |F| = 0.8 eV/A
HOMO (alpha / beta) = -6.501 / -6.652 eV
Kohn-Sham gap (alpha / beta) = 5.614 / 5.733 eV
spin multiplicity = 2
LUMO energy (alpha / beta) = -0.89 / -0.92 eV
⟨S²⟩ = 0.7554

Geometry as XYZ:
```
75
Properties=species:S:1:pos:R:3:forces:R:3
Rh -0.03176 0.24199 -0.05084 -0.4917 0.5988 0.2480
C 0.14707 2.68871 3.81899 -0.0041 0.0168 0.0252
C 0.04492 3.98511 3.33010 -0.0025 0.0219 -0.0037
C -0.13797 4.18616 1.97790 0.0202 0.0258 0.0298
C -0.22063 3.08661 1.12260 -0.0530 0.0591 -0.0709
N -0.13471 1.84096 1.60982 -0.0625 -0.2765 -0.0788
C 0.05271 1.65162 2.91565 0.0341 -0.0612 -0.0439
C -0.39224 3.18062 -0.33764 -0.0493 0.0046 0.0967
C -0.54934 4.39477 -1.00990 -0.0722 0.0257 0.0342
C -0.67010 4.42146 -2.38559 -0.0261 -0.0217 -0.0208
C -0.62369 3.22815 -3.10182 -0.0019 -0.0069 0.0552
C -0.47049 2.02132 -2.43508 0.0227 0.1560 0.0798
C -0.35862 1.97886 -1.04435 0.1552 -0.2027 -0.1911
H 0.30141 2.48639 4.86976 0.0026 0.0005 -0.0195
H 0.11619 4.83193 4.00089 0.0024 -0.0033 -0.0024
H -0.19994 5.18771 1.57795 -0.0002 -0.0093 0.0089
H 0.13412 0.62039 3.23938 0.0081 0.0046 -0.0136
H -0.56410 5.33053 -0.46383 0.0031 -0.0164 -0.0097
H -0.77599 5.36623 -2.90328 -0.0104 -0.0153 0.0105
H -0.70184 3.24444 -4.18277 0.0061 -0.0056 0.0091
H -0.43430 1.09850 -3.00504 0.0294 -0.0098 -0.0138
S 2.86592 4.26818 -1.59248 0.0256 0.0229 -0.1744
Sb 4.26833 3.40260 -0.13689 -0.0318 0.1122 0.1364
S 2.96066 1.94004 1.26845 0.1253 0.0139 0.0534
S 2.26407 0.70605 -0.24531 0.3412 -0.2046 -0.1102
C -3.35351 1.07213 -1.13730 -0.0282 -0.0624 -0.0332
P -2.29086 -0.07581 -0.21618 0.0780 -0.2112 0.0780
C -2.53125 -1.63499 -1.16792 0.2186 -0.0049 0.0358
N -3.67549 -1.84462 -1.76172 -0.0608 -0.0081 -0.0427
C -3.82482 -3.00375 -2.45197 -0.1451 0.0140 -0.0820
C -5.04037 -3.26357 -3.13776 0.1259 0.1455 0.1178
C -5.18964 -4.42729 -3.82436 0.0983 -0.2579 -0.0716
C -4.14033 -5.38855 -3.86027 -0.2663 0.0916 -0.0821
C -2.97291 -5.16639 -3.20026 0.1089 0.1034 0.1531
C -2.79298 -3.95774 -2.47736 -0.0176 -0.1727 -0.0639
N -1.62041 -3.73241 -1.83303 0.1157 -0.1036 -0.0613
C -1.45402 -2.58677 -1.23326 -0.1002 0.2576 0.2084
P 0.17279 -2.16765 -0.41059 0.0422 -0.2007 -0.2254
C 0.23164 -3.51516 0.83115 -0.0874 0.0740 0.0567
C 1.50666 -2.72443 -1.62079 -0.1598 0.0211 -0.0646
C 1.41150 -1.78631 -2.82852 0.0014 0.0272 0.0470
C 2.85844 -2.55899 -0.91572 0.0134 0.0709 0.0156
C 1.42102 -4.18131 -2.09085 -0.0345 0.0309 0.0281
C -3.26453 -0.36919 1.36511 0.0762 -0.0581 -0.1256
C -2.44606 -1.32080 2.23960 -0.0168 0.0256 -0.0112
C -4.64776 -0.97613 1.12471 -0.0218 0.0494 0.0222
C -3.42109 0.98914 2.05647 -0.0162 -0.0100 0.0104
H -4.37606 0.70078 -1.16899 -0.0095 0.0271 0.0125
H -2.97459 1.15966 -2.15348 0.0079 0.0298 0.0029
H -3.30899 2.05618 -0.67248 0.0237 0.0163 -0.0264
H -5.82469 -2.51866 -3.09634 0.0378 0.0100 0.0156
H -6.11741 -4.62704 -4.34514 0.0394 -0.0325 -0.0208
H -4.27199 -6.30466 -4.42152 -0.0519 0.0171 0.0093
H -2.16559 -5.88742 -3.21257 0.0141 0.0431 0.0217
H -0.06264 -4.45566 0.36554 0.0349 -0.0261 0.0137
H -0.43928 -3.29402 1.65902 0.0076 -0.0049 -0.0069
H 1.24441 -3.59360 1.22270 0.0045 -0.0024 0.0155
H 1.50422 -0.73882 -2.53290 0.0057 0.0018 -0.0085
H 0.45959 -1.91230 -3.35316 0.0236 -0.0082 -0.0041
H 2.21734 -2.01067 -3.53212 -0.0156 -0.0117 0.0059
H 3.00257 -1.56225 -0.50403 0.0064 -0.0285 -0.0119
H 3.65097 -2.74100 -1.64730 -0.0044 -0.0374 0.0111
H 2.97786 -3.28676 -0.11114 0.0154 -0.0313 -0.0264
H 0.45299 -4.44033 -2.50298 -0.0386 0.0086 -0.0616
H 1.64574 -4.87542 -1.27857 -0.0266 0.0052 -0.0037
H 2.17814 -4.32676 -2.86728 0.0329 -0.0102 0.0612
H -2.44441 -2.32895 1.81640 0.0064 0.0091 0.0084
H -2.88737 -1.37843 3.23854 -0.0158 -0.0220 -0.0269
H -1.41125 -0.98705 2.33367 0.0087 0.0097 0.0242
H -4.60403 -1.89490 0.54289 0.0014 -0.0302 0.0436
H -5.31197 -0.28238 0.60742 0.0097 -0.0242 -0.0073
H -5.10180 -1.21203 2.09215 -0.0003 0.0483 -0.0106
H -2.46770 1.50239 2.16518 -0.0009 0.0066 0.0294
H -3.84229 0.83855 3.05459 -0.0111 0.0018 -0.0212
H -4.09929 1.64070 1.50294 0.0007 -0.0159 0.0171
```
Positions in Å, forces in eV/Å.

=====

3.
ORCA calculation (wB97M-V/def2-TZVPD) on one molecule with the formula C6H12.

Results
max |F| = 0.3 eV/A
HOMO = -10.128 eV
Kohn-Sham gap = 11.427 eV
structure (SMILES) = CCCC1CC1
spin multiplicity = 1
LUMO energy = 1.30 eV

Geometry as XYZ:
```
18
Properties=species:S:1:pos:R:3:forces:R:3
C 0.28503 -1.84670 0.88212 0.0262 -0.0624 -0.0907
C 0.32611 -0.50274 1.60840 0.0314 0.0761 0.0057
C -0.40759 0.61824 0.85835 -0.0701 -0.0325 -0.0444
C 0.20890 1.04488 -0.46435 0.1459 -0.0005 0.0918
C -0.66394 1.40172 -1.63491 -0.1289 0.1641 -0.1231
C 0.23783 0.20578 -1.72060 0.0484 -0.1101 -0.0308
H 0.58337 -1.73077 -0.16312 0.0367 -0.1086 0.2803
H -0.72676 -2.26994 0.89234 0.1304 0.0662 -0.0016
H 0.96223 -2.57527 1.33822 -0.1303 0.0778 0.0226
H -0.12381 -0.61353 2.60603 0.1290 0.0496 -0.1868
H 1.36965 -0.20170 1.77018 -0.1190 -0.0327 -0.0339
H -0.44083 1.50983 1.49985 -0.0518 -0.1470 -0.0855
H -1.45390 0.32479 0.70063 0.1060 -0.0498 -0.0446
H 1.09971 1.65854 -0.34045 -0.1235 -0.0333 -0.0344
H -1.72612 1.19581 -1.52133 0.1720 0.0725 -0.0056
H -0.44224 2.27221 -2.24523 0.0152 -0.1036 0.1581
H 1.13217 0.28709 -2.33628 -0.2207 -0.0448 0.1175
H -0.21980 -0.77824 -1.72987 0.0032 0.2189 0.0054
```
Positions in Å, forces in eV/Å.

=====

4.
ORCA calculation (wB97M-V/def2-TZVPD) on an isolated ion of composition C4H11NOP and charge +1 in a non-equilibrium geometry.

Results
max |F| = 2.4 eV/A
total charge = +1
HOMO = -14.671 eV
Kohn-Sham gap = 10.737 eV
structure (SMILES) = C[NH2+][C@H](P)C(C)=O
spin multiplicity = 1
LUMO energy = -3.93 eV

Geometry as XYZ:
```
18
Properties=species:S:1:pos:R:3:forces:R:3
C 0.17904 2.02049 1.28298 0.4490 0.4897 0.4606
N -0.64659 1.15418 0.42515 -0.7126 -0.1788 0.1748
C 0.06515 0.10095 -0.32641 -0.7685 -0.0867 -2.2995
P -0.78693 0.09847 -2.25837 0.5627 -0.0631 1.9892
C -0.26480 -1.20255 0.37015 -0.0174 0.3502 0.0261
C 0.50616 -2.40990 -0.00139 -0.0600 -0.3300 0.0473
O -1.13672 -1.14917 1.21413 0.0199 -0.3260 0.0440
H 0.89105 2.58650 0.68527 -0.0501 -0.0998 -0.0868
H -0.45873 2.72028 1.82114 -0.0626 -0.0960 -0.0728
H 0.71772 1.41630 2.00954 -0.0428 -0.1048 -0.0760
H -1.27730 0.53187 1.03698 0.2182 0.5058 -0.3772
H -1.23147 1.72893 -0.19092 0.0960 -0.1956 0.2390
H 1.12898 0.29110 -0.43238 -0.0138 0.0998 0.1041
H 0.07109 1.12827 -2.66436 0.1494 0.2720 -0.0941
H 0.08312 -0.87972 -2.74472 0.1553 -0.2769 -0.0876
H -0.03039 -3.30905 0.28531 -0.0580 -0.0252 0.0140
H 0.74326 -2.43273 -1.06234 0.0350 0.0220 -0.0302
H 1.44734 -2.39421 0.55022 0.1003 0.0435 0.0251
```
Positions in Å, forces in eV/Å.

=====

5.
ORCA calculation (wB97M-V/def2-TZVPD) on a 2-piece molecular cluster, C4H9NO3 overall in a non-equilibrium geometry.

Results
max |F| = 3.0 eV/A
HOMO = -10.028 eV
Kohn-Sham gap = 10.461 eV
structure (SMILES) = CC(=O)NCC=O.O
spin multiplicity = 1
LUMO energy = 0.43 eV

Geometry as XYZ:
```
17
Properties=species:S:1:pos:R:3:forces:R:3
C -1.03949 -0.01276 1.33133 -1.1518 -2.7416 0.3511
C -0.86803 1.10783 0.37410 2.5890 1.2038 -0.4009
O -1.14904 2.26819 0.57633 -0.8891 -0.1095 0.4638
N -0.11870 0.84972 -0.78404 0.2399 -0.9959 0.6036
C 0.65096 -0.37167 -1.05291 0.4766 1.2375 -0.9697
C -0.25678 -1.51353 -1.44236 0.5842 -0.4502 -1.1228
O 0.15464 -2.63884 -1.52563 -0.1426 -0.2029 0.3797
H -0.33186 -0.85583 1.30057 -0.1186 0.2431 -1.2298
H -1.00428 0.05334 2.40394 -0.1673 1.8184 0.5292
H -2.04767 -0.45167 1.20321 0.3557 0.0645 -0.2562
H 0.30942 1.67385 -1.16874 -0.4616 0.3342 -0.0219
H 1.31107 -0.11909 -1.94090 -1.1135 -0.4404 0.4272
H 1.45677 -0.59810 -0.34299 -0.7587 -0.4237 0.4650
H -1.27004 -1.27672 -1.86637 0.3609 0.2859 0.6312
O 2.04604 0.23426 1.82166 -0.1222 -0.1060 0.2250
H 1.29072 0.21914 2.42931 0.3782 0.1622 -0.2442
H 1.89055 0.97854 1.23152 -0.0591 0.1206 0.1697
```
Positions in Å, forces in eV/Å.

=====

6.
ORCA calculation (wB97M-V/def2-TZVPD) on C4H5I2NO as an isolated structure in a non-equilibrium geometry.

Results
max |F| = 4.1 eV/A
HOMO (alpha / beta) = -7.836 / -7.860 eV
Kohn-Sham gap (alpha / beta) = 7.454 / 7.656 eV
spin multiplicity = 1
LUMO energy (alpha / beta) = -0.38 / -0.20 eV

Geometry as XYZ:
```
13
Properties=species:S:1:pos:R:3:forces:R:3
C -0.65894 -0.62605 -0.93691 2.6335 0.1337 0.5109
C 0.77231 0.02795 -1.40033 -0.0854 -4.0326 -0.3851
C -0.03479 0.22656 1.16165 0.6689 -3.1053 -2.2674
C 1.86122 -0.06457 -0.36454 -2.5141 0.9577 1.4821
N -0.86706 -0.69312 0.46028 0.9009 1.2516 0.2997
O -1.35146 -1.03966 -1.78934 -1.7696 -0.7952 -0.8660
I 3.07709 1.64646 -0.10480 -0.1485 -0.6295 -0.0969
I 2.54827 -1.99264 0.15063 -0.0439 0.6020 -0.3608
H 0.98304 -0.62311 -2.35103 -0.3352 1.2720 1.5972
H 0.46204 0.97322 -1.70738 0.1896 1.9920 -0.4578
H 0.27761 -0.09198 2.10710 0.3423 -0.0751 1.3279
H -0.04147 1.23090 0.87645 -0.2703 1.3163 -0.2444
H -1.17377 -1.59069 0.88184 0.4319 1.1124 -0.5393
```
Positions in Å, forces in eV/Å.

=====

Number 1 is which compound? C20H27BaBr2N3Sb